(1)
This record from the Open Molecules 2025 dataset describes a gas-phase ion, C2HNO2S (charge -2). The level of theory is ωB97M-V with the def2-TZVPD basis set.

Computed properties:
- spin multiplicity = 1
- structure (SMILES) = [O-]C([O-])=NC=S
- charge = -2
- HOMO-LUMO gap (Ha) = 0.19918
- total energy (Eh) = -680.21051
- highest occupied orbital energy (eV) = 0.795
- energy above the lowest of the compared OMol25 structures with the same formula, charge and spin (kcal per mole) = 16.8
- LUMO (eV) = 6.21

Positions of all 7 atoms, in Å:
1 O -1.58828 0.53395 0.89024
2 C -1.27902 -0.07380 -0.11145
3 O -1.91860 -0.25612 -1.12447
4 N 0.03352 -0.72647 -0.17439
5 C 1.07957 -0.07227 0.13751
6 S 2.67250 -0.49772 -0.11013
7 H 1.00031 1.09244 0.49269

Force components x, y, z for each atom (eV/Å):
-0.850 1.621 2.855
2.577 -1.043 -0.175
-2.180 -0.357 -2.804
0.440 -0.142 0.506
-2.112 3.060 0.168
2.427 -0.834 -0.055
-0.302 -2.305 -0.495

(2)
This record from the Open Molecules 2025 dataset describes a molecular structure, C2H3NOS2. The level of theory is ωB97M-V with the def2-TZVPD basis set.

Computed properties:
- spin multiplicity = 1
- HOMO-LUMO gap (Ha) = 0.34142
- total energy (Eh) = -1004.32142
- highest occupied orbital energy (eV) = -8.564
- energy above the lowest of the compared OMol25 structures with the same formula, charge and spin (kcal per mole) = 41.5
- LUMO (eV) = 0.73

Positions of all 9 atoms, in Å:
1 C 1.08290 0.11901 0.85520
2 C -0.71385 0.67887 -0.26769
3 N 0.34689 0.13026 1.88643
4 O 0.63640 0.59533 -0.30860
5 S -1.22487 0.46318 1.49159
6 S -1.38387 -0.77865 -1.22894
7 H 2.22203 0.10194 0.91406
8 H -1.18959 1.58508 -0.80978
9 H -1.08963 -1.86362 -0.29856

Force components x, y, z for each atom (eV/Å):
2.903 1.208 1.780
-3.648 -0.586 -1.477
0.906 -1.140 0.183
1.088 0.760 -0.585
-0.328 0.946 -0.406
0.037 -1.315 0.881
-1.784 -0.502 -0.135
1.182 -1.335 0.992
-0.355 1.965 -1.233

(3)
This record from the Open Molecules 2025 dataset describes C3H3NO2S in the gas phase. The level of theory is ωB97M-V with the def2-TZVPD basis set.

Computed properties:
- spin multiplicity = 1
- HOMO-LUMO gap (Ha) = 0.32215
- total energy (Eh) = -719.34161
- highest occupied orbital energy (eV) = -9.216
- energy above the lowest of the compared OMol25 structures with the same formula, charge and spin (kcal per mole) = 149.8
- LUMO (eV) = -0.45

Positions of all 10 atoms, in Å:
1 C 0.07711 0.26052 0.05988
2 C 2.16610 -1.45611 0.11129
3 C -1.25158 0.95212 0.02933
4 N 0.85497 -1.29151 -0.00970
5 O 3.57648 0.46060 -0.89151
6 O 1.22177 0.98958 0.23594
7 S 2.83900 0.28247 0.33160
8 H 2.52852 -2.45927 0.09329
9 H -1.10539 2.02015 0.04896
10 H -2.17774 0.48515 -0.18965

Force components x, y, z for each atom (eV/Å):
0.207 0.044 0.009
-6.805 4.484 0.310
6.457 -3.367 -0.104
-0.438 -0.957 -0.184
0.325 0.603 -0.740
0.769 0.309 0.124
-0.829 -0.387 0.461
0.810 -0.268 -0.022
-0.122 0.049 0.110
-0.375 -0.511 0.036

(4)
This record from the Open Molecules 2025 dataset describes a molecular structure, C5H5I2N. The level of theory is ωB97M-V with the def2-TZVPD basis set.

Computed properties:
- spin multiplicity = 1
- HOMO-LUMO gap (Ha) = 0.28808
- total energy (Eh) = -843.58561
- highest occupied orbital energy (eV) = -8.986
- energy above the lowest of the compared OMol25 structures with the same formula, charge and spin (kcal per mole) = 12.0
- LUMO (eV) = -1.15

Positions of all 13 atoms, in Å:
1 C 0.53359 0.98461 0.68138
2 C -0.48481 0.27296 1.22154
3 C 0.75111 -0.79488 -1.14708
4 C 1.08823 0.68060 -0.71783
5 C -1.04452 -0.79225 0.45329
6 N -0.27677 -1.37509 -0.64384
7 I -1.84945 -2.42327 1.56901
8 I -2.96453 0.24237 -0.67614
9 H 1.08943 1.65175 1.34035
10 H -1.01340 0.54344 2.17823
11 H 1.30889 -1.11646 -2.04546
12 H 0.76253 1.54184 -1.37554
13 H 2.09971 0.58437 -0.83793

Force components x, y, z for each atom (eV/Å):
0.587 -1.245 0.505
0.479 1.850 0.598
-2.688 3.067 0.532
-2.693 -0.831 0.528
-0.959 -0.912 -2.493
0.770 -0.473 -0.257
0.089 0.289 0.037
1.111 -0.651 0.583
-0.341 0.340 -0.424
1.022 -0.358 -1.005
-0.462 -0.648 0.762
0.014 -1.334 0.103
3.071 0.907 0.531

(5)
This record from the Open Molecules 2025 dataset describes C24H27N3O5 in the gas phase. The level of theory is ωB97M-V with the def2-TZVPD basis set.

Computed properties:
- spin multiplicity = 1
- structure (SMILES) = CCN(CC)CCCN1C(=O)C(=O)/C(=C(/O)c2ccc3c(c2)OCO3)[C@H]1c1ccccn1
- HOMO-LUMO gap (Ha) = 0.30110
- total energy (Eh) = -1471.19411
- highest occupied orbital energy (eV) = -8.290
- energy above the lowest of the compared OMol25 structures with the same formula, charge and spin (kcal per mole) = 86.1
- LUMO (eV) = -0.10

Positions of all 59 atoms, in Å:
1 C 4.25180 2.49776 -0.61014
2 C 2.88686 3.13488 -0.85047
3 N 2.25686 2.60364 -2.04254
4 C 2.89364 3.03507 -3.28007
5 C 3.57095 1.87609 -4.00901
6 C 0.81284 2.71766 -2.05730
7 C 0.18097 1.65362 -2.96210
8 C 0.61625 0.23335 -2.58382
9 N -0.28979 -0.43030 -1.67973
10 C -0.86487 -1.61366 -1.98986
11 O -0.79432 -2.17826 -3.05922
12 C -1.62459 -2.08644 -0.75328
13 O -2.28265 -3.09937 -0.67883
14 C -1.41395 -1.05318 0.25388
15 C -2.03634 -0.92622 1.44841
16 O -1.89318 0.23268 2.13790
17 C -2.88859 -1.95755 2.05195
18 C -2.47401 -3.28383 2.09892
19 C -3.25404 -4.26927 2.69209
20 C -4.45961 -3.88238 3.22818
21 C -4.87886 -2.54903 3.19397
22 C -4.11109 -1.56678 2.62628
23 O -6.09975 -2.44020 3.80067
24 C -6.45466 -3.75064 4.19061
25 O -5.40714 -4.63619 3.85599
26 C -0.49515 0.00238 -0.32007
27 C 0.79338 0.04355 0.47592
28 C 0.98472 0.97916 1.48725
29 C 2.16884 0.94302 2.20421
30 C 3.11975 -0.01192 1.88076
31 C 2.83172 -0.89462 0.85120
32 N 1.70048 -0.87183 0.17222
33 H 4.95854 2.77484 -1.38711
34 H 4.64791 2.82545 0.34820
35 H 4.15255 1.41552 -0.59707
36 H 2.24638 2.90094 0.00366
37 H 2.99747 4.23439 -0.89544
38 H 3.64239 3.80679 -3.06385
39 H 2.14996 3.48968 -3.94519
40 H 4.30721 1.40305 -3.36624
41 H 2.84085 1.12656 -4.29808
42 H 4.07016 2.24258 -4.90329
43 H 0.47754 3.71699 -2.39257
44 H 0.45660 2.57831 -1.03512
45 H -0.90627 1.73480 -2.91156
46 H 0.47591 1.84658 -3.99326
47 H 0.64427 -0.40428 -3.47057
48 H 1.61595 0.27837 -2.14099
49 H -2.38955 0.18252 2.96651
50 H -1.52157 -3.55150 1.67417
51 H -2.93410 -5.29629 2.72495
52 H -4.46596 -0.54860 2.58102
53 H -7.37617 -4.05447 3.66850
54 H -6.62699 -3.77717 5.27771
55 H -0.97288 0.99117 -0.28705
56 H 0.21950 1.70659 1.70928
57 H 2.34956 1.65344 2.99835
58 H 4.05785 -0.06835 2.41017
59 H 3.53642 -1.65910 0.55090

Force components x, y, z for each atom (eV/Å):
-0.263 0.179 0.019
0.184 -0.058 0.133
-0.117 0.165 0.160
0.155 -0.284 -0.152
-0.062 0.336 0.027
-0.129 0.009 -0.192
0.162 -0.022 0.257
0.026 0.085 -0.367
-0.121 0.077 0.235
0.100 -0.183 -0.668
-0.109 -0.154 0.124
-0.441 -0.411 0.457
0.287 0.201 -0.416
-0.112 0.471 0.477
0.149 -0.241 -0.531
-0.095 0.024 -0.084
0.005 -0.131 0.247
0.008 0.298 0.055
-0.340 -0.086 0.179
-0.007 0.645 -0.118
0.306 -0.472 -0.005
-0.240 -0.178 0.065
0.261 0.339 -0.181
-1.119 -0.300 0.557
0.472 -0.156 -0.181
-0.120 0.105 0.346
0.090 0.372 0.137
0.085 -0.092 -0.056
0.017 -0.066 -0.043
-0.077 0.048 0.028
0.273 -0.026 0.212
-0.258 -0.233 -0.333
0.147 0.019 -0.091
0.127 0.036 0.090
0.012 -0.117 0.003
0.017 0.071 -0.084
-0.063 -0.054 0.024
-0.089 0.030 0.000
0.029 0.059 0.063
0.088 -0.079 0.065
-0.074 -0.132 -0.054
0.083 -0.039 -0.156
0.009 -0.057 0.105
-0.004 0.048 0.030
-0.044 0.014 -0.108
-0.036 0.032 -0.085
0.076 0.064 0.124
-0.085 -0.108 -0.076
0.125 -0.113 -0.066
0.074 -0.012 -0.068
0.062 -0.148 0.005
-0.053 0.134 -0.019
0.267 0.077 0.044
0.125 0.025 -0.250
0.064 -0.075 -0.005
-0.071 0.071 -0.013
0.017 0.049 0.052
0.094 -0.022 0.024
0.132 -0.034 0.055